Record 1
DFT (ωB97M-V/def2-TZVPD) results for C22H27ClOW as an isolated structure at a distorted geometry.

Results
⟨S²⟩: 2.0156
Multiplicity: 3
Gap between HOMO and LUMO (spin up / spin down): 2.51 / 1.37 eV
E_HOMO (spin up / spin down): -0.1727 / -0.1727 hartree
Lowest unoccupied orbital energy (spin up / spin down): -2.190 / -3.331 eV
Charge: 0
Largest force on an atom: 9.4 eV/A

Element x y z (Å)
C (-1.221, -0.106, -1.281)
C (-1.130, -0.624, -2.617)
C (0.174, -0.277, -3.130)
H (-1.926, -1.086, -3.195)
C (0.888, 0.426, -2.089)
C (0.010, 0.550, -0.960)
H (0.229, 1.103, -0.048)
H (-2.106, -0.150, -0.657)
H (0.521, -0.428, -4.148)
H (1.874, 0.879, -2.192)
W (0.632, -1.979, -1.563)
Cl (-0.392, -2.400, 0.485)
C (2.118, -3.380, -0.895)
C (2.734, -2.351, -1.687)
C (2.170, -2.419, -3.014)
H (3.573, -1.739, -1.381)
C (1.197, -3.482, -3.034)
C (1.146, -4.058, -1.721)
H (0.585, -4.939, -1.431)
H (2.427, -3.675, 0.100)
H (2.506, -1.847, -3.868)
H (0.711, -3.887, -3.917)
C (-2.259, 2.334, 2.677)
C (-1.569, 2.885, 3.931)
C (-1.265, 1.742, 4.910)
C (-0.336, 3.692, 3.527)
C (-0.212, 5.028, 3.836)
C (0.803, 5.805, 3.270)
C (1.680, 5.256, 2.327)
C (1.627, 3.913, 2.003)
C (2.552, 3.270, 0.960)
C (2.742, 4.157, -0.273)
C (3.894, 2.851, 1.573)
C (0.724, 3.045, 2.756)
O (0.887, 1.797, 2.739)
H (-1.601, 1.603, 2.193)
H (-2.467, 3.150, 1.971)
H (-3.206, 1.847, 2.930)
H (-2.255, 3.584, 4.433)
H (-0.443, 1.136, 4.511)
H (-0.977, 2.142, 5.890)
H (-2.155, 1.113, 5.041)
H (-0.939, 5.475, 4.519)
H (0.889, 6.855, 3.533)
H (2.420, 5.888, 1.830)
H (2.057, 2.344, 0.633)
H (3.292, 5.072, -0.021)
H (3.297, 3.622, -1.051)
H (1.766, 4.433, -0.690)
H (3.715, 2.203, 2.439)
H (4.488, 2.290, 0.842)
H (4.472, 3.726, 1.896)

---

Record 2
DFT (ωB97M-V/def2-TZVPD) results for C22H27Cu2N5O6 as an isolated structure at a distorted geometry.

Results
⟨S²⟩: 2.0243
Multiplicity: 3
Gap between HOMO and LUMO (spin up / spin down): 5.60 / 2.05 eV
E_HOMO (spin up / spin down): -0.4338 / -0.4338 hartree
Energy relative to the best compared isomer or geometry (same formula, charge and spin): 65.8 kcal per mole
Lowest unoccupied orbital energy (spin up / spin down): -6.205 / -9.754 eV
Charge: +2
Largest force on an atom: 5.5 eV/A

Element x y z (Å)
Cu (-2.145, 1.393, -2.887)
Cu (1.412, 4.808, 0.036)
O (0.201, 0.434, 0.425)
C (-0.057, 1.585, -0.114)
O (0.582, 2.570, 0.309)
O (-0.958, 1.695, -0.962)
H (-0.420, -0.170, 0.012)
O (-0.766, 4.514, -1.144)
C (-1.296, 4.701, -2.342)
O (-1.144, 5.772, -2.922)
O (-1.997, 3.799, -2.845)
H (-0.979, 3.588, -1.005)
N (-2.883, -0.895, 0.860)
C (-3.014, -2.261, 0.752)
C (-2.704, -2.846, 1.979)
C (-2.379, -1.870, 2.867)
C (-2.262, -0.729, 2.147)
H (-3.104, -0.283, 0.088)
H (-3.321, -2.705, -0.183)
H (-2.827, -3.912, 2.100)
H (-2.181, -2.028, 3.916)
H (-1.965, 0.258, 2.467)
N (0.908, -2.128, 2.127)
C (0.626, -3.429, 2.467)
C (1.746, -4.101, 2.770)
C (2.887, -3.263, 2.543)
C (2.320, -1.995, 2.274)
H (0.228, -1.452, 1.808)
H (-0.381, -3.766, 2.272)
H (1.744, -5.168, 2.942)
H (3.926, -3.503, 2.717)
H (2.715, -1.028, 2.001)
N (-6.023, 1.418, -0.779)
C (-4.880, 1.348, -0.096)
C (-4.047, 2.394, -0.412)
C (-4.590, 3.087, -1.416)
C (-5.824, 2.506, -1.641)
H (-6.879, 0.883, -0.809)
H (-4.746, 0.583, 0.655)
H (-3.161, 2.613, 0.164)
H (-4.307, 4.064, -1.778)
H (-6.606, 2.657, -2.371)
N (0.642, -1.778, -2.896)
C (1.168, -2.067, -1.651)
C (2.510, -1.699, -1.769)
C (2.815, -1.328, -3.086)
C (1.670, -1.498, -3.736)
H (-0.298, -1.895, -3.246)
H (0.497, -2.372, -0.862)
H (3.229, -1.832, -0.974)
H (3.730, -1.078, -3.602)
H (1.452, -1.232, -4.760)
N (4.846, 0.388, -0.301)
C (4.047, 1.043, 0.593)
C (4.684, 1.423, 1.739)
C (5.993, 0.908, 1.511)
C (6.055, 0.149, 0.288)
H (4.515, 0.086, -1.206)
H (3.006, 1.121, 0.317)
H (4.298, 1.865, 2.646)
H (6.772, 0.862, 2.258)
H (6.920, -0.204, -0.253)

---

Record 3
DFT (ωB97M-V/def2-TZVPD) results for one molecule with the formula C22H27FN2O4S.

Results
Structure (SMILES): COCCNC(=S)N1CCc2cc(OC)c(OC)cc2[C@H]1COc1ccc(F)cc1
Gap between HOMO and LUMO: 8.38 eV
E_HOMO: -0.2862 hartree
Energy relative to the best compared isomer or geometry (same formula, charge and spin): 0.0 kcal per mole
Lowest unoccupied orbital energy: 0.592 eV
Charge: 0
Largest force on an atom: 0.8 eV/A

Element x y z (Å)
C (-0.058, -0.168, -4.271)
O (1.046, 0.324, -3.558)
C (2.200, -0.483, -3.694)
C (3.327, 0.161, -2.881)
N (2.914, 0.350, -1.516)
C (3.112, -0.577, -0.553)
S (4.332, -1.694, -0.668)
N (2.319, -0.521, 0.548)
C (2.707, -1.286, 1.719)
C (1.987, -0.780, 2.966)
C (0.516, -0.924, 2.727)
C (-0.360, -1.468, 3.658)
C (-1.697, -1.649, 3.351)
O (-2.634, -2.154, 4.195)
C (-2.234, -2.539, 5.487)
C (-2.164, -1.308, 2.060)
O (-3.485, -1.542, 1.834)
C (-4.011, -1.239, 0.566)
C (-1.281, -0.777, 1.137)
C (0.054, -0.567, 1.473)
C (1.000, 0.090, 0.504)
C (1.083, 1.625, 0.779)
O (1.036, 2.380, -0.411)
C (-0.144, 2.532, -1.083)
C (-1.402, 2.236, -0.571)
C (-2.531, 2.444, -1.345)
C (-2.393, 2.945, -2.624)
F (-3.498, 3.131, -3.381)
C (-1.151, 3.257, -3.150)
C (-0.030, 3.048, -2.376)
H (0.152, -0.215, -5.346)
H (-0.879, 0.524, -4.089)
H (-0.339, -1.172, -3.927)
H (2.492, -0.565, -4.750)
H (1.998, -1.495, -3.310)
H (4.207, -0.485, -2.894)
H (3.575, 1.136, -3.305)
H (2.176, 1.031, -1.402)
H (2.472, -2.348, 1.569)
H (3.791, -1.199, 1.828)
H (2.250, 0.265, 3.148)
H (2.303, -1.365, 3.829)
H (0.024, -1.748, 4.626)
H (-1.486, -3.339, 5.456)
H (-1.836, -1.692, 6.055)
H (-3.134, -2.908, 5.975)
H (-3.917, -0.173, 0.334)
H (-5.065, -1.504, 0.615)
H (-3.528, -1.825, -0.223)
H (-1.615, -0.532, 0.141)
H (0.596, -0.031, -0.512)
H (0.304, 1.936, 1.482)
H (2.057, 1.863, 1.214)
H (-1.520, 1.849, 0.429)
H (-3.515, 2.222, -0.960)
H (-1.073, 3.650, -4.150)
H (0.953, 3.273, -2.756)